Record 1
Density functional theory data (wB97M-V/def2-TZVPD) for a cluster of 2 separate species, C2H8N4 in total at a distorted geometry.

net charge: 0
relative energy (zero: lowest compared OMol25 entry of this formula, charge and spin): 501.18 kJ/mol
F_max: 4.603 eV/Å
Kohn-Sham gap (spin up / spin down): 9.2 / 7.5 eV
spin multiplicity: 1

Positions of all 14 atoms, in Å:
1 C -1.199842 0.723861 0.426701
2 C -1.110437 -0.789603 0.053749
3 N -0.148713 1.189946 -0.476667
4 N -0.320774 -0.861055 -1.067638
5 N 0.474338 0.207955 -1.079022
6 N 2.064390 -0.259447 0.382251
7 H -2.143010 1.149839 0.251406
8 H -0.925207 0.793639 1.463322
9 H -0.412691 -1.278496 0.909473
10 H -2.026261 -1.283754 -0.216003
11 H 0.400190 1.873620 0.005546
12 H 0.240936 -1.695268 -1.157824
13 H 2.170628 0.765439 0.561441
14 H 2.936447 -0.536679 -0.056729

Atomic forces in eV per Å
C 1.0 -2.6 -0.6
C 0.1 -1.2 4.4
N -1.8 1.4 1.2
N 1.3 0.7 -2.3
N 3.4 -0.1 -1.2
N -1.1 1.0 0.5
H -1.2 0.7 -0.4
H 0.1 0.4 0.5
H -2.3 0.6 -1.3
H -0.6 -0.3 0.9
H 0.9 0.2 -0.7
H 0.0 0.1 -0.2
H 0.2 -1.0 -0.2
H 0.1 0.1 -0.5

The molecule's Mulliken atomic charges, reported in e, are given here: C -0.46; C -0.43; N -0.12; N -0.11; N -0.32; N -0.63; H 0.32; H 0.23; H 0.29; H 0.29; H 0.30; H 0.32; H 0.14; H 0.17

***

Record 2
Density functional theory data (wB97M-V/def2-TZVPD) for the molecule C2H8N4O2 at a distorted geometry.

net charge: 0
relative energy (zero: lowest compared OMol25 entry of this formula, charge and spin): 474.56 kJ/mol
SMILES string: [H]/N=C(\[O-])[N@H+](N)NCO
F_max: 2.927 eV/Å
Kohn-Sham gap: 10.3 eV
spin multiplicity: 1

Positions of all 16 atoms, in Å:
1 H -3.605895 -0.347884 0.873592
2 N -2.649094 -0.216658 0.589662
3 C -1.798069 -1.155173 0.487764
4 O -1.416804 -2.274993 0.595672
5 N -0.525585 -0.052059 -0.209200
6 N -0.209665 -0.458936 -1.534601
7 N 0.523706 0.084346 0.735800
8 C 1.441072 1.159996 0.495197
9 O 2.236765 1.062754 -0.690473
10 H -1.449038 0.657832 -0.047653
11 H 0.039572 -1.446401 -1.499113
12 H 0.581705 0.080315 -1.878756
13 H 0.956483 -0.825054 0.881518
14 H 2.078822 1.246413 1.380638
15 H 0.866055 2.078949 0.376137
16 H 2.929971 0.406553 -0.556186

Atomic forces in eV per Å
H 0.1 -0.7 0.2
N -0.4 0.5 0.0
C 0.2 0.5 -0.3
O -0.1 -0.2 0.1
N -1.6 0.8 0.5
N -0.1 0.3 0.3
N -0.3 0.2 -0.4
C 0.1 -0.1 0.0
O 0.0 0.0 0.1
H 2.5 -1.3 -0.6
H 0.0 0.1 0.1
H -0.1 -0.1 0.1
H -0.1 0.1 0.0
H 0.0 0.0 -0.1
H 0.0 -0.1 0.0
H 0.0 0.1 0.0

The molecule's Mulliken atomic charges, reported in e, are given here: H 0.22; N -0.64; C 0.54; O -0.52; N 0.06; N -0.62; N -0.31; C -0.39; O -0.55; H 0.43; H 0.26; H 0.32; H 0.24; H 0.34; H 0.30; H 0.32

***

Record 3
Density functional theory data (wB97M-V/def2-TZVPD) for a structure of composition C2H8N4O2Tl at a distorted geometry.

net charge: +3
relative energy (zero: lowest compared OMol25 entry of this formula, charge and spin): 147.46 kJ/mol
F_max: 5.476 eV/Å
Kohn-Sham gap: 2.1 eV
spin multiplicity: 1

Positions of all 17 atoms, in Å:
1 Tl 0.484613 1.723565 1.047820
2 C 1.548237 1.438913 -2.869230
3 O 1.565431 1.387865 -1.635914
4 N 2.333398 2.288269 -3.521413
5 N 0.711847 0.633204 -3.545218
6 H 3.013195 2.714553 -2.907998
7 H 2.538672 2.167966 -4.502996
8 H 0.391530 0.812945 -4.486063
9 H 0.182857 0.128830 -2.848171
10 C -1.381216 -1.339505 2.877829
11 O -1.074683 -0.528267 2.000486
12 N -1.593971 -2.576359 2.559276
13 N -1.826975 -1.015645 3.997744
14 H -1.833480 -3.207137 3.310830
15 H -1.201284 -2.854185 1.671179
16 H -2.032251 -1.750453 4.659590
17 H -1.825921 -0.024556 4.192248

Atomic forces in eV per Å
Tl 0.1 0.3 0.2
C 1.3 0.6 0.1
O -1.1 0.0 0.8
N 0.6 -0.7 0.0
N -0.1 -0.2 0.5
H 0.4 0.6 -0.3
H -0.2 0.6 -0.6
H -0.5 0.1 -0.3
H -0.7 -1.0 -0.6
C 0.4 0.6 -3.2
O 0.7 1.2 -1.8
N 1.4 -2.7 -1.0
N -0.7 1.9 5.1
H -0.7 -0.9 -0.4
H -0.2 -0.9 -0.2
H -0.6 0.5 0.7
H -0.3 0.0 1.0

The molecule's Mulliken atomic charges, reported in e, are given here: Tl 0.99; C 0.65; O -0.44; N -0.21; N -0.18; H 0.31; H 0.30; H 0.31; H 0.28; C 0.77; O -0.45; N -0.20; N -0.21; H 0.27; H 0.30; H 0.25; H 0.27

***

Record 4
Density functional theory data (wB97M-V/def2-TZVPD) for a structure of composition C2H8N5 at a distorted geometry.

net charge: +1
relative energy (zero: lowest compared OMol25 entry of this formula, charge and spin): 416.23 kJ/mol
F_max: 4.449 eV/Å
Kohn-Sham gap: 10.3 eV
spin multiplicity: 1

Positions of all 15 atoms, in Å:
1 C -0.238654 0.460920 0.521397
2 C 2.080374 -0.091111 -0.318568
3 N -1.776103 1.174600 -0.327529
4 N -2.516980 0.250767 -0.302341
5 N -0.797600 -0.794987 0.710562
6 N -2.096531 -0.923927 0.076702
7 N 0.719572 0.512527 -0.640359
8 H -0.079138 1.188679 1.298353
9 H 1.940480 -1.164473 -0.140079
10 H 2.705214 0.034691 -1.188122
11 H 2.459144 0.440930 0.594390
12 H -0.685943 -1.121958 1.643986
13 H -2.824582 -1.630840 0.413571
14 H 0.191797 0.124527 -1.498619
15 H 0.918950 1.539658 -0.843342

Atomic forces in eV per Å
C -3.6 0.0 -2.6
C -0.7 -0.2 0.4
N 2.6 0.9 1.0
N -1.6 -0.5 -0.6
N 1.8 0.3 0.1
N -0.8 -1.6 0.9
N 0.0 1.4 -0.6
H 0.7 -0.3 0.3
H 0.0 0.4 0.1
H 0.3 0.2 -0.1
H -0.3 -0.6 -1.0
H -0.8 -0.4 0.7
H 1.6 1.4 -0.4
H 1.3 0.5 1.5
H -0.7 -1.5 0.1

The molecule's Mulliken atomic charges, reported in e, are given here: C -0.36; C -0.82; N -0.25; N 0.00; N -0.22; N -0.08; N -0.24; H 0.49; H 0.36; H 0.36; H 0.33; H 0.29; H 0.32; H 0.44; H 0.39

***

Record 5
Density functional theory data (wB97M-V/def2-TZVPD) for a cluster of 2 separate species, C2H8N5O3 in total at a distorted geometry.

net charge: +1
relative energy (zero: lowest compared OMol25 entry of this formula, charge and spin): 397.63 kJ/mol
F_max: 4.461 eV/Å
Kohn-Sham gap: 9.9 eV
spin multiplicity: 1

Positions of all 18 atoms, in Å:
1 C 1.230052 -1.583150 0.072976
2 C -3.102619 0.422382 -0.003188
3 N 2.101907 -0.782565 0.131466
4 N 0.326161 -2.472807 0.204105
5 N -0.765185 0.353345 -0.103979
6 N 3.019487 0.103082 -0.198906
7 N -1.840184 1.071010 0.025272
8 O 3.209874 0.824680 0.904147
9 O 2.939153 0.842949 -1.317255
10 O 0.361325 1.023675 -0.036611
11 H -3.154941 -0.436984 0.696030
12 H -3.878808 1.284798 0.253822
13 H -3.501391 -0.065861 -1.036927
14 H 0.621743 -3.452710 0.099442
15 H -0.703369 -2.188329 0.237062
16 H 2.359089 1.331685 0.964336
17 H -1.800038 2.029247 0.101534
18 H 2.577737 1.695549 -0.993334

Atomic forces in eV per Å
C 2.8 2.3 0.2
C -4.0 -0.2 -1.2
N -3.4 -2.5 -1.3
N -1.7 -0.7 -0.2
N 2.9 2.8 0.6
N 1.7 -2.3 0.5
N 1.4 -3.5 -0.9
O -0.2 2.2 1.1
O -0.8 0.5 -0.4
O -4.1 -1.3 -0.3
H 0.0 0.9 0.0
H 1.5 -2.2 -0.3
H 1.5 1.5 2.0
H -0.6 0.5 0.1
H 2.1 -0.6 -0.1
H 0.6 0.0 0.7
H 0.6 2.7 0.2
H -0.2 -0.1 -0.7

The molecule's Mulliken atomic charges, reported in e, are given here: C 0.50; C -0.66; N 0.32; N -0.36; N 0.00; N 0.00; N 0.05; O -0.37; O -0.29; O -0.52; H 0.24; H 0.30; H 0.27; H 0.28; H 0.28; H 0.36; H 0.24; H 0.36

***

Record 6
Density functional theory data (wB97M-V/def2-TZVPD) for the molecule C2H8N6 at a distorted geometry.

net charge: 0
relative energy (zero: lowest compared OMol25 entry of this formula, charge and spin): 314.08 kJ/mol
SMILES string: [H]/N=C(\N=N\[H])N(N)CN
F_max: 2.859 eV/Å
Kohn-Sham gap: 7.8 eV
spin multiplicity: 1

Positions of all 16 atoms, in Å:
1 H 0.794088 1.251293 2.805870
2 N 0.416684 1.383176 1.877907
3 C 0.619374 0.397708 1.036161
4 N 1.553806 -0.593449 1.284059
5 N 2.311067 -0.955125 0.354440
6 H 2.944073 -1.669958 0.740826
7 N -0.177929 0.468037 -0.056006
8 N -1.046727 1.551869 -0.002716
9 C -0.226623 -0.427765 -1.201641
10 N -1.568171 -0.960550 -1.325862
11 H -0.569585 2.032289 1.032655
12 H -1.989289 1.169758 0.055821
13 H 0.532901 -1.194558 -1.056780
14 H 0.037088 0.163124 -2.088157
15 H -1.598061 -1.971286 -1.290150
16 H -2.032693 -0.644561 -2.166429

Atomic forces in eV per Å
H 0.3 0.0 -0.1
N 0.8 -0.8 0.5
C -1.3 1.8 -0.6
N 1.4 -1.4 -0.1
N -0.8 0.7 0.6
H -0.2 0.1 0.1
N 0.9 -0.7 0.4
N 0.8 1.3 0.9
C -0.1 0.4 0.1
N -0.1 -0.3 -0.2
H -1.6 -1.3 -2.0
H 0.0 0.1 0.2
H -0.2 0.1 -0.1
H 0.0 -0.1 0.2
H 0.0 0.2 0.0
H 0.1 -0.1 0.1

The molecule's Mulliken atomic charges, reported in e, are given here: H 0.20; N -0.55; C 0.43; N -0.06; N -0.49; H 0.24; N 0.45; N -0.99; C -0.33; N -0.55; H 0.46; H 0.21; H 0.27; H 0.27; H 0.21; H 0.23